{
  "formula": "C13H24N4O5",
  "method": "ωB97M-V with the def2-TZVPD basis set",
  "homo_energy_ha": -0.346,
  "smiles": "CNC(=O)[C@@H](CC(=O)O)NC(=O)[C@@H](CCCCN)NC(C)=O",
  "max_force_ev_per_a": 4.20,
  "multiplicity": 1,
  "e_above_lowest_ev": 2.486,
  "charge": 0,
  "orbital_gap_ev": 9.94,
  "symbols": ["O", "O", "O", "O", "O", "C", "C", "C", "C", "N", "N", "N", "N", "C", "C", "C", "C", "C", "C", "C", "C", "C", "H", "H", "H", "H", "H", "H", "H", "H", "H", "H", "H", "H", "H", "H", "H", "H", "H", "H", "H", "H", "H", "H", "H", "H"],
  "positions_angstrom": [[-2.186, -2.925, -0.827], [2.451, -2.026, -3.272], [2.210, -1.802, 1.654], [0.129, 0.625, -2.087], [3.287, -0.062, -3.242], [-2.557, -2.316, -1.805], [2.855, -1.125, -2.594], [2.406, -0.616, 1.228], [-0.280, -0.048, -1.191], [2.831, 0.414, 2.004], [-0.068, 3.176, 2.581], [0.623, -0.757, -0.492], [-2.406, -0.998, -1.929], [-3.401, -3.245, -2.791], [3.170, 0.184, 3.437], [-0.573, 1.827, 2.364], [-1.996, 1.741, 1.753], [-1.925, 2.189, 0.288], [2.905, -1.388, -1.078], [-2.477, 1.261, -0.844], [2.041, -0.407, -0.241], [-1.750, -0.118, -0.909], [2.984, -0.196, -4.119], [2.610, 1.337, 1.660], [-0.674, 3.679, 3.214], [0.846, 3.013, 3.127], [0.291, -1.393, 0.153], [-2.697, -0.575, -2.828], [-4.494, -3.140, -2.741], [-3.168, -2.901, -3.849], [-3.148, -4.307, -2.710], [4.281, -0.096, 3.588], [2.660, -0.654, 3.776], [2.827, 1.001, 4.022], [0.244, 1.342, 1.799], [-0.702, 1.344, 3.360], [-2.337, 0.743, 1.774], [-2.658, 2.446, 2.322], [-0.845, 2.458, 0.044], [-2.445, 3.136, 0.108], [3.972, -1.187, -0.812], [2.559, -2.476, -1.053], [-2.345, 1.813, -1.785], [-3.500, 0.969, -0.638], [2.227, 0.546, -0.534], [-1.775, -0.486, 0.112]]
}

{
  "formula": "C13H24N4O7P",
  "method": "ωB97M-V with the def2-TZVPD basis set",
  "homo_energy_ha": -0.431,
  "max_force_ev_per_a": 5.27,
  "multiplicity": 1,
  "e_above_lowest_ev": 5.972,
  "charge": 1,
  "orbital_gap_ev": 8.27,
  "symbols": ["N", "C", "N", "N", "C", "N", "C", "C", "O", "C", "C", "C", "O", "P", "O", "H", "H", "H", "H", "H", "H", "H", "H", "H", "H", "H", "H", "H", "H", "H", "H", "H", "H", "H", "H", "C", "C", "C", "O", "C", "C", "C", "O", "O", "O", "H", "H", "H", "H"],
  "positions_angstrom": [[4.221, -1.688, -1.507], [2.973, -0.903, -1.248], [2.657, -0.961, 0.164], [3.319, 0.499, -1.568], [1.940, -1.398, -2.277], [0.461, -1.354, -1.976], [-0.072, -0.210, -1.152], [-0.832, -0.517, 0.171], [-0.025, -0.523, 1.337], [-0.083, -2.726, -1.692], [0.652, -3.424, -0.483], [-0.054, -4.761, 0.030], [-0.045, -3.450, 0.730], [-0.249, -1.059, -3.642], [0.059, 0.271, -4.169], [4.192, -2.578, -1.016], [5.020, -1.140, -1.207], [3.113, -0.200, 0.660], [2.982, -1.801, 0.629], [4.077, 0.795, -0.951], [3.781, 0.439, -2.478], [2.149, -0.853, -3.216], [2.186, -2.442, -2.538], [0.691, 0.546, -0.907], [-0.803, 0.368, -1.752], [-1.508, 0.350, 0.320], [-1.492, -1.393, 0.166], [0.129, 0.415, 1.523], [-1.150, -2.767, -1.449], [0.152, -3.405, -2.530], [1.751, -3.403, -0.476], [0.866, -5.339, 0.116], [-0.786, -4.814, -0.777], [0.178, -2.140, -4.459], [-1.644, -1.199, -3.436], [-2.847, 2.454, 2.335], [-1.657, 3.046, 2.437], [-1.499, 4.399, 3.055], [-0.383, 4.876, 3.136], [-2.696, 5.082, 3.528], [-3.895, 4.493, 3.424], [-4.049, 3.127, 2.830], [-5.152, 2.626, 2.773], [-5.011, 5.089, 3.844], [-0.526, 2.465, 1.994], [-2.973, 1.475, 1.893], [-2.571, 6.066, 3.957], [-5.736, 4.461, 3.660], [0.188, 3.103, 2.193]]
}

{
  "formula": "C13H24NO2S2",
  "method": "ωB97M-V with the def2-TZVPD basis set",
  "homo_energy_ha": -0.163,
  "smiles": "CCCCN(CCCCC(=O)[O-])C(=S)SCCC",
  "max_force_ev_per_a": 1.16,
  "multiplicity": 1,
  "charge": -1,
  "orbital_gap_ev": 6.69,
  "symbols": ["C", "C", "C", "C", "N", "C", "C", "C", "C", "C", "O", "O", "C", "S", "S", "C", "C", "C", "H", "H", "H", "H", "H", "H", "H", "H", "H", "H", "H", "H", "H", "H", "H", "H", "H", "H", "H", "H", "H", "H", "H", "H"],
  "positions_angstrom": [[-3.379, 1.583, 0.512], [-2.626, 1.133, -0.757], [-1.319, 0.394, -0.448], [-1.552, -0.975, 0.182], [-0.292, -1.677, 0.525], [0.130, -1.631, 1.946], [1.113, -0.508, 2.285], [0.515, 0.911, 2.396], [1.200, 1.964, 1.515], [0.349, 3.260, 1.406], [0.863, 4.296, 1.824], [-0.752, 3.095, 0.852], [-0.235, -2.982, -0.014], [-1.100, -4.274, 0.497], [0.848, -3.211, -1.372], [1.690, -1.639, -1.634], [1.633, -1.195, -3.105], [2.738, -0.188, -3.432], [-2.958, 1.126, 1.411], [-4.443, 1.322, 0.475], [-3.285, 2.661, 0.650], [-2.366, 2.018, -1.348], [-3.269, 0.508, -1.392], [-0.749, 0.238, -1.377], [-0.727, 1.051, 0.194], [-2.170, -0.911, 1.086], [-2.109, -1.594, -0.534], [0.585, -2.597, 2.191], [-0.770, -1.540, 2.574], [1.591, -0.787, 3.233], [1.910, -0.507, 1.529], [0.585, 1.245, 3.439], [-0.548, 0.896, 2.137], [1.328, 1.551, 0.504], [2.193, 2.205, 1.912], [1.205, -0.904, -0.989], [2.729, -1.743, -1.298], [1.716, -2.065, -3.765], [0.657, -0.734, -3.288], [2.658, 0.178, -4.460], [3.722, -0.652, -3.305], [2.689, 0.678, -2.760]]
}

{
  "formula": "C13H25AlBBeCl5F6N5O15PS3",
  "method": "ωB97M-V with the def2-TZVPD basis set",
  "homo_energy_ha": -0.492,
  "max_force_ev_per_a": 7.55,
  "multiplicity": 1,
  "charge": 2,
  "orbital_gap_ev": 1.88,
  "symbols": ["N", "P", "O", "O", "N", "C", "C", "N", "C", "C", "C", "C", "S", "O", "O", "O", "C", "Cl", "H", "H", "H", "H", "H", "H", "H", "H", "H", "H", "H", "H", "H", "H", "C", "C", "C", "O", "H", "H", "H", "H", "H", "H", "H", "H", "B", "F", "F", "F", "F", "Al", "C", "Cl", "Cl", "Cl", "Cl", "N", "S", "O", "O", "F", "S", "O", "O", "F", "C", "C", "O", "O", "H", "H", "H", "N", "O", "O", "O", "Be"],
  "positions_angstrom": [[2.339, -3.218, 1.513], [1.380, -2.146, 2.319], [2.386, -0.925, 3.125], [0.416, -2.978, 3.552], [0.170, -1.387, 1.200], [-0.875, -2.356, 0.634], [-1.818, -1.378, -0.288], [-1.183, 0.020, -0.134], [-1.690, 1.334, -0.766], [-3.330, 1.498, -0.662], [-3.969, 1.037, 0.776], [-5.463, 0.418, 0.505], [-5.621, -1.428, 0.778], [-5.944, -2.109, -0.608], [-4.419, -2.089, 1.497], [-7.020, -1.660, 1.773], [0.060, 0.059, 0.764], [1.175, 1.467, 1.234], [2.069, -3.216, 0.487], [2.980, -0.606, 2.380], [-0.291, -2.281, 3.775], [-1.030, -3.502, 0.813], [-2.777, -1.694, -0.899], [-1.304, 1.366, -1.896], [-1.241, 2.240, -0.134], [-3.830, 0.966, -1.589], [-3.547, 2.662, -0.779], [-4.124, 2.011, 1.440], [-3.320, 0.283, 1.393], [-6.215, 0.963, 1.217], [-5.769, 0.636, -0.609], [-7.578, -2.391, 1.327], [0.452, 1.026, -6.722], [-0.024, 1.126, -5.282], [0.929, 0.418, -4.332], [-1.320, 0.545, -5.171], [0.505, -0.020, -7.045], [-0.250, 1.530, -7.395], [1.441, 1.479, -6.844], [-0.112, 2.180, -4.996], [0.998, -0.649, -4.571], [0.567, 0.488, -3.301], [1.932, 0.853, -4.382], [-1.252, -0.391, -5.423], [-7.478, 0.688, -3.328], [-8.489, 0.546, -2.293], [-7.899, 1.702, -4.281], [-6.217, 1.085, -2.723], [-7.307, -0.582, -4.015], [-5.689, 0.481, -5.071], [3.311, 1.165, 6.023], [1.621, 1.336, 5.487], [4.403, 1.461, 4.646], [3.648, 2.348, 7.312], [3.574, -0.483, 6.646], [7.350, -2.590, 0.061], [7.678, -3.970, -0.613], [6.678, -4.532, -1.515], [8.458, -4.932, 0.157], [8.782, -3.492, -1.672], [6.215, -2.731, 1.140], [5.646, -1.453, 1.566], [6.406, -3.689, 2.222], [4.990, -3.358, 0.333], [0.827, 5.247, 5.739], [-0.398, 5.602, 4.915], [-1.391, 6.017, 5.576], [-0.266, 5.437, 3.670], [0.651, 5.411, 6.806], [1.082, 4.193, 5.589], [1.675, 5.865, 5.430], [6.611, -1.301, -3.108], [6.238, -0.743, -4.153], [5.772, -1.741, -2.305], [7.824, -1.419, -2.865], [1.211, -1.749, 5.948]]
}

{
  "formula": "C13H25AuBrClINOP2",
  "method": "ωB97M-V with the def2-TZVPD basis set",
  "homo_energy_ha": [-0.530, -0.530],
  "max_force_ev_per_a": 4.42,
  "multiplicity": 3,
  "e_above_lowest_ev": 0.000,
  "charge": 2,
  "orbital_gap_ev": [6.04, 3.75],
  "symbols": ["C", "C", "H", "H", "H", "O", "I", "Au", "P", "C", "C", "H", "H", "H", "H", "H", "H", "C", "H", "H", "H", "P", "C", "C", "H", "H", "H", "C", "H", "H", "H", "H", "H", "H", "Cl", "Br", "C", "C", "C", "C", "N", "C", "H", "H", "H", "H"],
  "positions_angstrom": [[0.012, 1.602, -4.120], [0.012, 1.635, -2.620], [0.020, 2.633, -4.507], [-0.874, 1.052, -4.478], [0.890, 1.039, -4.478], [0.020, 2.640, -1.931], [-0.024, -2.914, -1.387], [-0.004, -0.243, -1.748], [2.232, 0.100, -0.847], [2.333, 1.509, 0.305], [2.844, -1.335, 0.092], [3.913, -1.515, -0.088], [4.464, 0.612, -1.708], [2.278, -2.226, -0.222], [3.498, -0.357, -2.866], [1.845, 1.249, 1.254], [2.667, -1.183, 1.165], [3.463, 0.470, -2.143], [3.381, 1.782, 0.498], [3.164, 1.392, -2.662], [1.804, 2.359, -0.148], [-2.232, 0.135, -0.841], [-2.306, 1.542, 0.315], [-3.460, 0.531, -2.133], [-2.319, -2.191, -0.223], [-3.941, -1.451, -0.080], [-2.684, -1.145, 1.169], [-2.868, -1.291, 0.096], [-3.509, -0.291, -2.861], [-4.458, 0.687, -1.696], [-3.348, 1.829, 0.517], [-1.768, 2.385, -0.139], [-3.146, 1.452, -2.647], [-1.814, 1.273, 1.261], [-0.030, -4.746, 0.548], [-0.053, -3.825, 4.336], [-0.023, -2.013, 3.797], [-0.011, -0.978, 4.740], [0.009, 0.334, 4.268], [0.016, 0.561, 2.881], [0.006, -0.434, 1.997], [-0.013, -1.699, 2.424], [-0.017, -1.218, 5.797], [0.019, 1.177, 4.948], [0.031, 1.580, 2.479], [-0.021, -2.504, 1.688]]
}